No. 1
A structure of composition C38H101AsF6N11O13 at a distorted geometry. Source: the Open Molecules 2025 dataset; level of theory: the ωB97M-V functional and the def2-TZVPD basis.

Output
charge	-1
E_LUMO	1.95	eV

Each line ends with the Mulliken charge.
Atoms and positions in Å:
As: -24.64 -26.55 5.50  2.0508
F: -25.81 -26.43 4.13  -0.5061
F: -25.99 -26.49 6.78  -0.5402
F: -23.37 -26.65 6.81  -0.5158
F: -23.44 -26.55 4.20  -0.4930
F: -24.70 -24.80 5.63  -0.4808
F: -24.59 -28.37 5.31  -0.5200
C: -20.02 -32.09 8.43  -1.5591
C: -21.49 -31.76 8.61  0.6196
C: -22.36 -32.91 9.21  -0.7268
O: -23.67 -32.45 9.50  -0.3628
C: -24.41 -32.36 8.30  -0.6546
N: -21.43 -30.60 9.48  -0.8099
H: -19.81 -33.09 8.07  0.3831
H: -19.43 -32.25 9.34  0.3659
H: -19.55 -31.33 7.81  0.3102
H: -21.89 -31.26 7.73  0.3231
H: -21.98 -33.07 10.22  0.3141
H: -22.35 -33.91 8.78  0.3828
H: -25.39 -31.89 8.19  0.3079
H: -24.61 -33.39 7.98  0.2701
H: -23.78 -31.91 7.54  0.2461
H: -22.39 -30.54 9.77  0.2798
H: -21.48 -29.80 8.87  0.3118
C: -27.45 -18.82 2.73  -1.4333
C: -26.03 -19.28 2.44  0.4180
C: -24.90 -18.54 3.26  -0.7012
O: -23.59 -19.02 3.02  -0.3736
C: -23.03 -18.64 1.77  -0.6798
N: -25.88 -20.70 2.77  -0.7298
H: -28.08 -19.43 2.08  0.3666
H: -27.66 -17.78 2.47  0.3528
H: -27.76 -19.00 3.76  0.3077
H: -25.84 -19.43 1.37  0.2547
H: -25.35 -18.61 4.25  0.4170
H: -24.97 -17.46 3.09  0.3473
H: -22.96 -17.59 1.51  0.3098
H: -23.54 -19.20 0.98  0.2638
H: -21.99 -18.95 1.69  0.2723
H: -25.83 -20.75 3.78  0.2818
H: -24.87 -20.61 2.70  0.3269
C: -17.53 -25.53 2.32  -1.2487
C: -18.14 -24.92 0.96  0.4371
C: -18.09 -25.99 -0.16  -0.6618
O: -16.76 -26.38 -0.46  -0.3351
C: -15.97 -25.44 -1.14  -0.8073
N: -19.37 -24.38 1.41  -0.7084
H: -18.36 -26.05 2.81  0.3546
H: -17.29 -24.69 2.98  0.3605
H: -16.68 -26.15 2.05  0.3446
H: -17.52 -24.11 0.58  0.1159
H: -18.59 -25.59 -1.05  0.3740
H: -18.67 -26.87 0.10  0.3176
H: -16.38 -24.43 -1.26  0.3647
H: -15.80 -25.76 -2.17  0.2690
H: -15.01 -25.37 -0.64  0.2707
H: -19.90 -25.17 1.76  0.2777
H: -19.28 -23.81 2.24  0.2765
C: -12.98 -34.30 -0.72  -0.7333
O: -14.27 -33.70 -0.69  -0.3044
C: -14.33 -32.37 -0.14  -0.7096
C: -15.84 -32.34 0.43  -0.4921
N: -15.85 -33.17 1.66  -0.3453
C: -17.23 -33.76 1.96  -0.6674
C: -18.19 -32.51 2.24  -0.7219
O: -18.89 -32.14 1.01  -0.2627
C: -20.19 -31.65 1.14  -0.7218
H: -12.74 -34.92 0.14  0.2591
H: -12.21 -33.56 -0.92  0.3333
H: -12.94 -34.98 -1.57  0.2544
H: -14.18 -31.57 -0.86  0.3644
H: -13.59 -32.30 0.66  0.4328
H: -16.58 -32.66 -0.30  0.2519
H: -16.27 -31.37 0.67  0.3864
H: -15.04 -33.78 1.67  0.2476
H: -17.24 -34.05 3.01  0.4354
H: -17.60 -34.54 1.30  0.2794
H: -17.76 -31.60 2.66  0.3766
H: -18.91 -32.88 2.97  0.5129
H: -20.78 -31.78 0.24  0.2308
H: -20.10 -30.64 1.55  0.2757
H: -20.64 -32.33 1.86  0.3177
C: -23.87 -30.37 -3.62  -0.7417
O: -24.64 -29.42 -2.92  -0.3488
C: -24.27 -28.10 -3.15  -0.4966
C: -25.23 -27.01 -2.70  -0.5629
N: -24.84 -25.69 -3.09  -0.1027
C: -23.92 -25.09 -2.16  -0.5341
C: -23.98 -23.65 -2.43  -0.7991
O: -23.60 -23.35 -3.76  -0.3547
C: -24.54 -22.64 -4.55  -0.7287
H: -24.27 -31.36 -3.37  0.2562
H: -22.83 -30.29 -3.30  0.3001
H: -23.99 -30.35 -4.70  0.3225
H: -24.00 -28.07 -4.20  0.3633
H: -23.29 -27.92 -2.69  0.2314
H: -25.27 -27.32 -1.66  0.2825
H: -26.21 -27.13 -3.16  0.3438
H: -25.52 -24.97 -3.28  0.2307
H: -22.90 -25.44 -2.30  0.2732
H: -24.23 -25.25 -1.12  0.3049
H: -23.31 -23.26 -1.66  0.4290
H: -24.91 -23.18 -2.08  0.4503
H: -24.01 -22.25 -5.42  0.2931
H: -25.01 -21.72 -4.20  0.3121
H: -25.34 -23.25 -4.96  0.2752
C: -30.19 -21.25 9.41  -0.7363
O: -31.47 -21.24 10.14  -0.3683
C: -32.14 -20.04 10.47  -0.4795
C: -33.68 -20.25 10.40  -0.6049
N: -34.28 -20.00 11.68  -0.2972
C: -35.70 -20.44 11.86  -0.5709
C: -36.01 -20.55 13.36  -0.4869
O: -37.25 -21.24 13.42  -0.2923
C: -37.70 -21.30 14.74  -0.7390
H: -29.48 -20.43 9.51  0.3231
H: -30.38 -21.47 8.36  0.2871
H: -29.59 -22.08 9.78  0.2699
H: -31.84 -19.41 9.64  0.3523
H: -31.77 -19.56 11.38  0.2808
H: -33.92 -21.16 9.85  0.4602
H: -34.03 -19.49 9.70  0.2776
H: -34.20 -19.03 11.95  0.2499
H: -35.82 -21.41 11.38  0.3373
H: -36.41 -19.71 11.46  0.1994
H: -36.00 -19.59 13.89  0.3207
H: -35.22 -21.07 13.90  0.3687
H: -37.07 -21.80 15.48  0.2732
H: -38.63 -21.84 14.60  0.2360
H: -37.86 -20.25 14.96  0.3386
C: -23.40 -24.23 13.38  -0.8778
O: -23.48 -24.18 14.79  -0.2853
C: -24.45 -24.97 15.42  -0.5439
C: -24.04 -25.01 16.94  -0.7011
N: -23.91 -23.78 17.75  -0.3545
C: -22.99 -23.95 18.85  -0.5277
C: -22.31 -22.63 19.36  -0.6303
O: -21.23 -22.41 18.47  -0.3367
C: -21.57 -21.73 17.28  -0.6030
H: -22.74 -25.05 13.11  0.3355
H: -23.06 -23.33 12.87  0.2753
H: -24.30 -24.40 12.78  0.3282
H: -24.25 -25.92 14.94  0.4390
H: -25.47 -24.62 15.24  0.3318
H: -23.16 -25.63 17.10  0.3504
H: -24.83 -25.65 17.33  0.3182
H: -23.49 -23.09 17.15  0.2055
H: -22.20 -24.68 18.68  0.3474
H: -23.58 -24.41 19.66  0.4019
H: -22.08 -22.78 20.41  0.3266
H: -22.80 -21.68 19.61  0.3279
H: -21.86 -20.72 17.56  0.3021
H: -22.36 -22.19 16.68  0.3103
H: -20.73 -21.86 16.59  0.2595
C: -30.45 -30.41 3.89  0.5727
O: -31.24 -31.26 4.19  -0.6683
N: -29.23 -30.84 3.60  -0.4017
N: -30.73 -29.19 3.59  -0.3825
H: -28.47 -30.18 3.51  0.2002
H: -29.02 -31.80 3.83  0.2135
H: -31.69 -29.03 3.86  0.2390
H: -30.14 -28.37 3.51  0.2288
C: -28.72 -28.03 11.24  0.6892
O: -29.35 -28.63 12.10  -0.6792
N: -27.48 -28.04 10.97  -0.3871
N: -29.24 -27.26 10.35  -0.3774
H: -26.84 -28.67 11.42  0.2222
H: -27.33 -27.82 9.99  0.1664
H: -30.24 -27.21 10.24  0.1909
H: -28.59 -26.74 9.78  0.1769

---

No. 2
A structure of composition C38H104N9O10Pd at a distorted geometry. Source: the Open Molecules 2025 dataset; level of theory: the ωB97M-V functional and the def2-TZVPD basis.

Output
charge	+1
E_LUMO (alpha / beta)	-1.95 / -3.88	eV
relative energy (zero: lowest compared OMol25 entry of this formula, charge and spin)	0.00	kJ/mol
2S+1	3

Each line ends with the Mulliken charge.
Atoms and positions in Å:
Pd: 1.04 -0.84 3.27  -0.4312
C: -1.40 -1.01 -0.44  0.8487
C: -0.10 -0.27 -0.03  -0.2415
O: 0.36 -0.42 1.25  1.8042
H: -2.20 -0.79 0.28  -0.7314
H: -1.32 -2.09 -0.48  -0.2292
H: -1.66 -0.67 -1.44  -0.3130
H: -0.26 0.81 -0.26  0.0985
H: 0.61 -0.56 -0.83  -0.3153
C: -1.36 5.89 0.73  -1.6430
C: -1.20 4.61 1.54  0.8096
C: -2.52 4.10 2.11  -0.7611
O: -2.24 2.98 2.92  -0.0886
C: -3.36 2.23 3.34  -0.4282
N: -0.55 3.60 0.72  -0.3200
H: -0.41 6.18 0.29  0.3978
H: -1.72 6.71 1.35  0.4608
H: -2.03 5.80 -0.13  0.2416
H: -0.59 4.81 2.43  0.0416
H: -3.22 3.85 1.31  0.1093
H: -2.99 4.91 2.69  0.4963
H: -3.12 1.56 4.17  0.1907
H: -3.67 1.59 2.51  -0.2284
H: -4.19 2.84 3.68  0.5083
H: -0.92 3.51 -0.23  0.0339
H: -0.70 2.72 1.21  -0.2209
C: -1.86 -3.60 4.00  -2.0689
C: -1.82 -2.29 3.24  2.2966
C: -3.22 -1.74 3.00  -1.5160
O: -3.85 -1.50 4.25  -0.4041
C: -5.19 -1.07 4.07  -0.6992
N: -1.05 -1.31 4.08  0.1844
H: -0.87 -3.85 4.39  0.4457
H: -2.24 -4.39 3.35  0.4035
H: -2.48 -3.55 4.90  0.5386
H: -1.36 -2.43 2.26  -0.9243
H: -3.85 -2.42 2.41  0.9444
H: -3.18 -0.79 2.44  0.0901
H: -5.78 -1.75 3.45  0.3504
H: -5.28 -0.08 3.60  0.1712
H: -5.59 -0.92 5.07  0.2988
H: -0.99 -1.62 5.05  0.3168
H: -1.75 -0.57 4.21  -0.1271
C: 5.09 -0.94 1.64  -1.3677
C: 3.64 -1.25 1.96  2.3769
C: 3.26 -2.67 2.42  -0.9800
O: 1.85 -2.77 2.58  0.0075
C: 1.35 -4.06 2.30  -0.6607
N: 3.17 -0.25 3.00  0.3100
H: 5.49 -1.78 1.06  0.4678
H: 5.75 -0.71 2.47  0.3121
H: 5.11 -0.11 0.94  0.2984
H: 2.98 -0.99 1.13  -1.2597
H: 3.77 -2.93 3.35  0.2459
H: 3.61 -3.32 1.62  0.4176
H: 0.27 -3.96 2.22  0.0102
H: 1.62 -4.79 3.07  0.2575
H: 1.73 -4.48 1.36  0.2615
H: 3.57 0.65 2.72  -0.5339
H: 3.76 -0.48 3.80  0.2777
C: 2.86 3.37 -0.75  -1.8945
C: 3.24 2.46 0.42  1.4880
C: 4.23 3.13 1.35  -1.1251
O: 4.62 2.32 2.44  -0.2054
C: 5.37 3.03 3.39  -1.0018
N: 2.00 2.18 1.18  0.4392
H: 2.20 2.81 -1.41  0.3728
H: 3.70 3.61 -1.42  0.4650
H: 2.41 4.29 -0.39  0.3787
H: 3.62 1.50 0.05  -0.4520
H: 3.80 4.09 1.64  0.4514
H: 5.11 3.39 0.74  0.3873
H: 4.96 3.97 3.77  0.3631
H: 6.38 3.20 2.98  0.2775
H: 5.57 2.36 4.23  0.3196
H: 1.24 2.83 0.92  -0.0007
H: 1.55 1.31 0.89  -0.9338
C: -0.28 -0.10 -5.07  -1.0303
C: -0.18 1.34 -5.51  0.5616
C: 0.49 1.52 -6.87  -0.8085
O: 1.82 1.10 -6.85  -0.2419
C: 2.43 1.01 -8.11  -0.7995
N: -1.56 1.89 -5.54  -0.6295
H: -0.90 -0.22 -4.18  -0.2432
H: 0.68 -0.58 -4.87  0.4861
H: -0.75 -0.69 -5.87  0.3909
H: 0.35 1.85 -4.70  0.1464
H: 0.38 2.59 -7.09  0.3619
H: -0.06 0.93 -7.61  0.3623
H: 1.88 0.33 -8.78  0.3429
H: 3.41 0.55 -7.96  0.2335
H: 2.54 1.97 -8.62  0.3075
H: -2.00 1.41 -6.32  0.2786
H: -1.54 2.87 -5.83  0.2494
C: 3.74 -1.48 -1.78  -0.9887
C: 3.51 -2.98 -1.66  0.5997
C: 2.00 -3.27 -1.68  0.1364
O: 1.73 -4.62 -1.47  -0.5719
C: 0.36 -4.87 -1.25  -0.0036
N: 4.18 -3.78 -2.69  -0.7449
H: 3.74 -1.08 -2.80  0.5908
H: 4.74 -1.25 -1.39  0.3170
H: 3.04 -0.92 -1.16  -0.1911
H: 3.83 -3.32 -0.66  0.0016
H: 1.65 -2.96 -2.67  0.3014
H: 1.59 -2.64 -0.87  -0.2500
H: -0.12 -4.71 -2.21  -0.0300
H: -0.06 -4.37 -0.37  -0.1940
H: 0.19 -5.93 -1.02  0.3959
H: 3.69 -4.66 -2.75  0.2979
H: 4.18 -3.35 -3.60  0.2958
C: -3.56 3.76 -2.06  -1.7526
C: -2.99 2.38 -1.76  2.0374
C: -4.01 1.27 -2.04  -0.8035
O: -5.25 1.39 -1.37  -0.4890
C: -5.14 1.45 0.02  -0.2235
N: -1.72 2.20 -2.46  -0.2177
H: -4.34 4.05 -1.35  0.3667
H: -3.96 3.82 -3.07  0.4015
H: -2.76 4.50 -1.95  0.4076
H: -2.78 2.36 -0.68  -0.8014
H: -3.59 0.32 -1.69  0.3975
H: -4.19 1.14 -3.11  0.3573
H: -4.84 2.43 0.42  0.1370
H: -4.38 0.76 0.42  -0.1116
H: -6.09 1.11 0.43  0.4039
H: -1.88 2.26 -3.47  0.2494
H: -1.36 1.25 -2.44  -0.2409
C: -0.33 1.64 5.95  -1.3137
C: 0.65 2.14 4.89  0.7252
C: 2.09 2.10 5.44  -0.4138
O: 2.13 3.09 6.45  -0.3713
C: 3.19 2.95 7.38  -0.7522
N: 0.57 1.39 3.63  1.1608
H: -0.10 2.07 6.92  0.4765
H: -0.25 0.56 6.14  0.1888
H: -1.36 1.82 5.64  0.0772
H: 0.37 3.15 4.61  0.0187
H: 2.74 2.44 4.62  0.0202
H: 2.36 1.12 5.82  0.4578
H: 3.61 1.95 7.41  0.3286
H: 2.84 3.29 8.36  0.2698
H: 3.98 3.68 7.16  0.2680
H: -0.34 1.54 3.20  -0.7247
H: 1.25 1.71 2.92  0.3588
C: -2.02 -3.12 -3.75  -1.3383
C: -2.74 -4.16 -4.61  0.6734
C: -2.08 -5.51 -4.54  -0.8649
O: -0.88 -5.52 -5.30  -0.2520
C: -1.07 -5.66 -6.68  -0.7592
N: -4.14 -4.24 -4.11  -0.8046
H: -2.07 -3.39 -2.69  0.3097
H: -2.34 -2.11 -4.01  0.6089
H: -0.94 -3.12 -3.94  0.0778
H: -2.78 -3.78 -5.63  0.3168
H: -2.71 -6.32 -4.93  0.4077
H: -1.82 -5.79 -3.52  0.2374
H: -0.10 -5.67 -7.18  0.2557
H: -1.65 -4.87 -7.17  0.2848
H: -1.57 -6.61 -6.90  0.3131
H: -4.54 -3.30 -4.14  0.2682
H: -4.65 -4.72 -4.85  0.2811